No. 1
Here is a cluster of 2 separate species, C5H11N3 in total from the Open Molecules 2025 dataset. Energies are from wB97M-V/def2-TZVPD.

Its calculated total energy is -9828.9990 eV. As for the maximum force: 0.47 eV/Å. As for the HOMO-LUMO gap (spin up / spin down): 7.3 / 7.3 eV. As for the multiplicity: 1. The lowest unoccupied orbital energy (spin up / spin down) comes out at 0.628 / 0.628 eV. As for the energy relative to the best compared isomer or geometry (same formula, charge and spin): 113.16 kcal per mole.

Each line ends with the Löwdin charge.
Positions of all 19 atoms, in Å:
N 0.66728 -0.26463 0.04105  -0.039
N -1.55798 2.33025 0.21457  0.043
N 1.34738 1.91346 -0.55556  0.163
C 1.97744 -0.77203 0.36938  -0.096
C -1.00959 1.26451 -0.17035  -0.205
C 0.43309 0.96918 -0.24166  -0.438
C -1.17272 -0.98930 0.63132  -0.068
C -1.80289 -1.67327 -0.54105  -0.153
H 2.29146 1.68819 -0.82365  0.096
H 2.53226 -0.12599 1.06281  0.083
H -0.56069 -1.64661 1.24424  0.064
H -1.05297 -1.92600 -1.29343  0.071
H -0.91861 3.09907 0.49426  0.025
H 1.02792 2.85098 -0.74658  0.095
H 2.58019 -0.90673 -0.53698  0.084
H 1.86752 -1.75585 0.83043  0.075
H -2.55445 -1.04191 -1.01021  0.067
H -2.26528 -2.61758 -0.22115  0.071
H -1.82937 -0.39576 1.25256  0.062

***

No. 2
Here is the ion C23H22NOS with charge +1 in a non-equilibrium geometry from the Open Molecules 2025 dataset. Energies are from wB97M-V/def2-TZVPD.

Its calculated total energy is -38572.0809 eV. As for the maximum force: 2.77 eV/Å. The total charge is +1. As for the HOMO-LUMO gap: 6.3 eV. As for the multiplicity: 1. The lowest unoccupied orbital energy comes out at -4.096 eV. As for the energy relative to the best compared isomer or geometry (same formula, charge and spin): 0.00 kcal per mole.

Each line ends with the Löwdin charge.
Positions of all 48 atoms, in Å:
S 1.64320 1.47074 2.37018  1.241
O -1.18074 1.73466 3.42061  -0.170
N 0.74115 -0.90258 1.95353  -0.013
C -0.10563 -1.97520 1.41644  0.042
C -4.12068 -1.39797 1.56724  -0.042
C -1.33904 1.91954 1.12904  -0.241
C -2.18767 -0.19396 2.39049  -0.155
C -1.08850 0.89369 2.27476  -0.368
C -1.23553 1.38060 -0.24929  -0.049
C 4.22220 -2.25134 2.36738  -0.039
C -3.11478 -0.44500 1.37867  -0.020
C -3.75972 2.82455 0.98127  -0.077
C 4.11799 0.15084 2.77247  -0.053
C -2.03943 1.66376 -1.32291  -0.088
C -0.49652 1.52269 4.66315  -0.076
C 2.13467 -1.09261 2.14895  -0.206
C -3.35960 -1.73746 3.83599  -0.053
C -4.17548 2.50479 -0.32492  -0.082
C -4.24181 -2.04090 2.79764  -0.065
C -3.38384 2.08462 -1.36218  -0.093
C 0.33667 0.37410 2.17603  -0.350
C 4.84743 -1.04172 2.70465  -0.045
C -2.28820 -0.86953 3.60499  -0.041
C -2.53172 2.70475 1.53848  -0.017
C 2.76172 0.11126 2.45133  -0.404
C 2.84220 -2.29939 2.12727  0.013
H -0.26965 0.89598 -0.45489  0.115
H -0.19370 2.52094 5.01014  0.108
H -0.77644 -2.37568 2.18774  0.110
H -2.38846 3.25592 2.46828  0.125
H 4.81189 -3.16616 2.30007  0.121
H -0.68060 -1.60328 0.55787  0.113
H -3.82593 2.10787 -2.36348  0.112
H 5.91172 -1.02963 2.91815  0.119
H -1.19043 1.07774 5.39027  0.094
H -3.48852 -2.17598 4.82846  0.115
H -5.03152 -2.77580 2.94504  0.112
H 2.32562 -3.24157 1.93721  0.117
H -1.56826 1.56607 -2.30681  0.115
H -4.80504 -1.60952 0.74354  0.117
H -5.22398 2.70674 -0.55218  0.112
H -0.50262 2.65803 1.19344  0.141
H 4.56680 1.09645 3.06690  0.121
H -3.06184 0.10852 0.44530  0.092
H 0.55782 -2.77573 1.08090  0.092
H -4.51044 3.31932 1.61026  0.120
H -1.54439 -0.69887 4.38713  0.109
H 0.40082 0.89194 4.58278  0.070

***

No. 3
Here is the molecule C29H39BBr2N2O5 in a non-equilibrium geometry from the Open Molecules 2025 dataset. Energies are from wB97M-V/def2-TZVPD.

Its calculated total energy is -184660.8377 eV. As for the maximum force: 8.98 eV/Å. As for the HOMO-LUMO gap: 6.0 eV. As for the multiplicity: 1. The lowest unoccupied orbital energy comes out at -1.818 eV.

Each line ends with the Löwdin charge.
Positions of all 78 atoms, in Å:
Br 3.15674 -4.88114 -2.09266  0.623
Br 2.04345 2.44718 -2.27577  0.608
O 7.65964 1.13412 -1.52554  -0.123
O 6.89452 3.84467 0.33820  -0.117
O 5.97663 -3.44759 -3.29533  -0.034
O 5.17862 1.91916 -3.53446  -0.029
O 9.53615 -1.76582 -1.66805  0.046
N -8.22100 1.38268 -1.62548  -0.219
N 7.80483 -2.92506 -0.10609  0.094
C -8.75059 2.79238 -1.44317  -0.069
C 9.05556 2.94210 1.52578  -0.075
C -3.83076 0.07151 4.46423  -0.227
C -9.05910 1.89467 -3.87396  -0.096
C -0.48123 -2.24892 0.79181  -0.212
C -2.23915 -1.12048 2.54112  -0.233
C 6.62963 0.23231 -2.07074  -0.056
C 7.42871 1.39588 -0.09296  -0.114
C 0.13025 -3.33583 -1.55433  -0.219
C 4.08754 -1.81222 -2.41289  -0.023
C 5.22422 0.80492 -2.77380  -0.129
C -6.44214 1.85363 0.13064  -0.183
C -1.12408 -2.71869 -0.64790  -0.209
C -5.23668 1.12347 1.00123  -0.213
C 1.30916 -2.23552 -1.87508  -0.130
C -1.55239 -2.51994 2.02449  -0.211
C -9.33051 3.24060 -2.92287  -0.068
C -5.45653 1.24922 2.64515  -0.205
C 2.83552 -2.86759 -2.12947  -0.422
C 6.80954 -1.27364 -2.00398  0.076
C 2.37110 0.45037 -2.23964  -0.486
C 5.66596 -2.31938 -2.63329  -0.179
C -7.59104 0.75866 -0.39237  -0.171
C -3.33301 -1.31663 3.74691  -0.219
C 1.10792 -0.59888 -1.92200  -0.016
C -8.35079 0.70738 -2.98448  -0.041
C -4.00970 1.35098 3.45426  -0.217
C 3.88360 -0.15397 -2.48962  -0.035
C 8.04420 2.89854 0.22901  -0.308
B 8.12429 -1.98535 -1.29442  -0.413
H -6.02990 2.25463 2.84190  0.097
H -3.11898 0.38880 5.34107  0.108
H -8.78713 3.49172 -0.48830  0.115
H 6.29536 1.29387 0.20358  0.155
H 0.03377 -0.12305 -1.71009  0.105
H -3.10519 1.52562 2.72162  0.100
H 10.05861 -2.15804 -0.88238  0.123
H -9.80598 4.26231 -3.24568  0.070
H -4.29004 -1.89291 3.34324  0.118
H -1.81548 -3.66029 -0.40190  0.115
H -2.79846 -0.61416 1.64504  0.098
H 8.99615 2.00427 2.22315  0.080
H -4.19487 1.63233 0.75966  0.108
H -1.71730 -1.87390 -1.21171  0.115
H -0.22095 -1.11091 0.70105  0.102
H -2.85730 -1.99391 4.57442  0.108
H 8.63007 3.23806 -0.75122  0.160
H -4.06237 2.31625 4.13971  0.110
H -5.15228 -0.03400 0.77559  0.103
H 8.15583 -2.49508 0.78707  0.077
H -8.43199 0.59685 0.42139  0.132
H -6.00055 2.50178 -0.74183  0.121
H 8.90895 3.95474 2.13039  0.091
H -6.99664 2.56906 0.90011  0.099
H -2.41000 -3.23832 1.65519  0.109
H -8.02290 -0.38433 -3.28190  0.106
H -6.15712 0.38362 3.07157  0.119
H -1.02328 -3.00824 2.94893  0.112
H 0.53141 -4.26261 -0.91769  0.100
H -9.33528 1.76736 -5.02831  0.075
H 8.01876 0.60753 0.54317  0.127
H 6.74904 -2.94722 0.02722  0.080
H -7.10418 -0.29328 -0.63354  0.126
H 7.00598 4.43868 1.14348  0.097
H -0.28646 -3.69606 -2.60698  0.129
H -4.90317 -0.16407 4.93231  0.114
H 10.15935 2.96962 1.07705  0.096
H 0.51274 -2.83001 1.07195  0.123
H -1.37728 -0.38450 2.90922  0.130

***

Question: Which value of calculated total energy does entry 3 give?
Answer: -184660.8377 eV